[1]
{"formula": "C46H34Co2NO9P", "method": "ωB97M-V with the def2-TZVPD basis set", "multiplicity": 1, "charge": -2, "fmax_ev_per_a": 4.53, "homo_ev": 0.38, "total_energy_ev": -152711.36217, "elements": ["C", "C", "C", "O", "C", "O", "C", "C", "C", "C", "C", "C", "C", "N", "C", "C", "C", "O", "O", "H", "H", "H", "H", "H", "H", "H", "H", "H", "H", "H", "H", "O", "C", "Co", "C", "O", "C", "O", "C", "C", "C", "C", "C", "C", "C", "C", "C", "Co", "C", "O", "C", "O", "P", "C", "C", "C", "C", "C", "C", "C", "C", "C", "C", "C", "C", "C", "C", "C", "C", "C", "C", "H", "H", "H", "H", "H", "H", "H", "H", "H", "H", "H", "H", "H", "H", "H", "H", "H", "H", "H", "H", "H", "H"], "positions_angstrom": [[-2.636, 2.612, -3.836], [-3.503, 1.394, -3.600], [-4.957, 1.832, -3.476], [-3.355, 0.400, -4.614], [-2.111, -0.195, -4.650], [-1.782, -0.862, -5.618], [-1.279, 0.006, -3.468], [0.136, 0.017, -3.584], [0.845, 1.081, -4.415], [1.860, 1.838, -3.817], [2.617, 2.719, -4.590], [2.340, 2.871, -5.960], [3.106, 3.797, -6.763], [3.716, 4.569, -7.402], [1.328, 2.105, -6.547], [0.563, 1.222, -5.773], [-1.971, 0.217, -2.212], [-1.532, -0.079, -1.091], [-3.203, 0.758, -2.314], [-1.566, 2.379, -3.805], [-2.882, 3.029, -4.818], [-2.866, 3.348, -3.058], [-5.607, 1.001, -3.195], [-5.001, 2.585, -2.685], [-5.300, 2.274, -4.412], [0.495, 0.043, -2.536], [0.377, -0.940, -4.058], [2.070, 1.703, -2.751], [3.416, 3.305, -4.128], [1.118, 2.206, -7.613], [-0.216, 0.618, -6.245], [0.055, -5.164, 0.597], [-0.107, -4.024, 0.704], [-0.276, -2.330, 1.025], [-1.943, -1.804, 0.460], [-3.102, -1.778, 0.406], [-0.632, -2.781, 2.686], [-0.871, -3.255, 3.717], [1.454, -1.963, 0.904], [0.769, -1.565, -0.297], [0.969, -1.594, -1.688], [0.472, -2.698, -2.499], [1.309, -3.351, -3.438], [0.841, -4.478, -4.100], [-0.496, -4.874, -3.964], [-1.366, -4.125, -3.177], [-0.881, -3.063, -2.425], [0.892, -0.247, 1.063], [-0.200, 1.069, 0.503], [-0.725, 2.104, 0.387], [2.523, 0.326, 1.069], [3.612, 0.705, 1.236], [0.635, 0.122, 3.207], [-1.022, 0.541, 3.887], [-1.164, 1.235, 5.102], [-2.436, 1.540, 5.592], [-3.567, 1.141, 4.871], [-3.432, 0.467, 3.657], [-2.158, 0.212, 3.144], [1.332, -1.101, 4.381], [0.694, -1.389, 5.596], [1.356, -2.139, 6.571], [2.625, -2.661, 6.307], [3.212, -2.473, 5.051], [2.560, -1.704, 4.080], [1.531, 1.653, 3.740], [2.434, 1.681, 4.812], [3.007, 2.892, 5.212], [2.704, 4.072, 4.527], [1.830, 4.043, 3.441], [1.243, 2.839, 3.051], [2.342, -2.551, 1.036], [1.914, -1.146, -2.027], [2.313, -2.954, -3.617], [1.530, -5.049, -4.722], [-0.865, -5.749, -4.494], [-2.429, -4.369, -3.138], [-1.540, -2.462, -1.789], [-0.277, 1.532, 5.665], [-2.538, 2.083, 6.533], [-4.559, 1.379, 5.249], [-4.308, 0.146, 3.091], [-2.035, -0.252, 2.162], [-0.301, -0.996, 5.797], [0.870, -2.307, 7.536], [3.140, -3.246, 7.070], [4.182, -2.911, 4.817], [3.022, -1.547, 3.103], [2.669, 0.766, 5.358], [3.686, 2.906, 6.063], [3.171, 5.010, 4.819], [1.589, 4.953, 2.891], [0.527, 2.834, 2.229]]}

***

[2]
{"formula": "C46H34IOP2Pt", "method": "ωB97M-V with the def2-TZVPD basis set", "multiplicity": 3, "charge": 1, "fmax_ev_per_a": 0.62, "homo_ev": [-9.54, -10.37], "total_energy_ev": -80221.90556, "elements": ["Pt", "I", "C", "C", "C", "C", "C", "C", "C", "C", "C", "C", "H", "H", "H", "H", "H", "H", "O", "C", "C", "C", "C", "C", "C", "P", "C", "C", "C", "C", "C", "C", "C", "C", "C", "C", "C", "C", "C", "C", "C", "C", "C", "C", "P", "C", "C", "C", "C", "C", "C", "C", "C", "C", "C", "C", "C", "H", "H", "H", "H", "H", "H", "H", "H", "H", "H", "H", "H", "H", "H", "H", "H", "H", "H", "H", "H", "H", "H", "H", "H", "H", "H", "H", "H"], "positions_angstrom": [[0.655, -0.748, 0.191], [3.170, -1.966, 0.096], [3.349, -1.616, 2.146], [4.531, -1.918, 2.757], [4.659, -1.724, 4.147], [3.602, -1.251, 4.868], [2.372, -0.934, 4.244], [1.284, -0.443, 5.007], [0.101, -0.130, 4.404], [-0.040, -0.275, 3.009], [0.987, -0.744, 2.221], [2.223, -1.104, 2.842], [5.364, -2.310, 2.190], [5.596, -1.961, 4.632], [3.691, -1.111, 5.938], [1.413, -0.325, 6.075], [-0.731, 0.239, 4.990], [-0.981, -0.002, 2.546], [-1.891, 1.312, 0.465], [-2.629, 1.071, -0.688], [-3.391, 2.045, -1.313], [-4.175, 1.689, -2.403], [-4.208, 0.375, -2.856], [-3.421, -0.580, -2.235], [-2.608, -0.240, -1.156], [-1.468, -1.427, -0.431], [-2.311, -2.159, 0.988], [-3.500, -1.624, 1.473], [-4.072, -2.139, 2.628], [-3.462, -3.188, 3.298], [-2.275, -3.727, 2.813], [-1.696, -3.211, 1.669], [-1.304, -2.721, -1.686], [-0.438, -2.489, -2.754], [-0.316, -3.426, -3.765], [-1.045, -4.608, -3.708], [-1.901, -4.847, -2.644], [-2.038, -3.903, -1.636], [-1.297, 2.561, 0.579], [-1.964, 3.577, 1.241], [-1.378, 4.831, 1.326], [-0.134, 5.060, 0.747], [0.536, 4.023, 0.120], [-0.030, 2.749, 0.036], [0.963, 1.382, -0.637], [0.726, 1.384, -2.428], [-0.382, 2.002, -3.001], [-0.632, 1.858, -4.359], [0.223, 1.106, -5.151], [1.331, 0.488, -4.584], [1.576, 0.615, -3.228], [2.663, 1.897, -0.290], [3.520, 2.378, -1.276], [4.821, 2.738, -0.949], [5.266, 2.622, 0.359], [4.408, 2.154, 1.347], [3.112, 1.791, 1.025], [-3.385, 3.063, -0.953], [-4.775, 2.447, -2.889], [-4.832, 0.100, -3.694], [-3.418, -1.595, -2.612], [-3.986, -0.808, 0.953], [-4.998, -1.721, 3.000], [-3.908, -3.588, 4.198], [-1.799, -4.546, 3.335], [-0.758, -3.620, 1.310], [0.133, -1.569, -2.801], [0.351, -3.238, -4.596], [-0.944, -5.343, -4.495], [-2.468, -5.768, -2.599], [-2.711, -4.090, -0.808], [-2.933, 3.371, 1.675], [-1.893, 5.629, 1.843], [0.321, 6.039, 0.803], [1.525, 4.199, -0.284], [-1.056, 2.595, -2.395], [-1.495, 2.342, -4.798], [0.030, 1.005, -6.211], [2.001, -0.099, -5.198], [2.431, 0.114, -2.786], [3.181, 2.485, -2.298], [5.482, 3.113, -1.718], [6.280, 2.901, 0.612], [4.750, 2.065, 2.369], [2.452, 1.420, 1.801]]}

***

[3]
{"formula": "C46H34N7O7PSTa", "method": "ωB97M-V with the def2-TZVPD basis set", "multiplicity": 1, "charge": 1, "e_above_lowest_kcal_mol": 4.9, "fmax_ev_per_a": 4.41, "homo_ev": -8.59, "total_energy_ev": -94673.18733, "elements": ["Ta", "C", "C", "C", "C", "C", "C", "P", "C", "C", "C", "C", "C", "C", "C", "C", "C", "C", "C", "C", "C", "C", "C", "C", "H", "H", "H", "H", "H", "H", "H", "H", "H", "H", "H", "H", "H", "H", "H", "H", "C", "C", "N", "N", "C", "S", "N", "N", "H", "H", "H", "H", "H", "H", "O", "N", "O", "C", "C", "C", "C", "O", "C", "C", "N", "O", "O", "N", "O", "O", "H", "H", "C", "C", "C", "C", "C", "C", "C", "C", "C", "C", "C", "C", "C", "C", "C", "H", "H", "H", "H", "H", "H", "H", "H", "H", "H"], "positions_angstrom": [[10.555, 12.946, 13.032], [14.178, 18.760, 14.341], [12.905, 18.220, 14.669], [12.389, 17.167, 13.920], [13.201, 16.701, 12.813], [14.393, 17.315, 12.434], [14.877, 18.357, 13.258], [12.508, 15.366, 11.854], [13.562, 14.688, 10.600], [14.661, 13.877, 11.011], [15.396, 13.187, 10.046], [15.120, 13.292, 8.654], [14.140, 14.202, 8.299], [13.312, 14.815, 9.219], [10.873, 15.833, 11.262], [10.727, 16.462, 10.008], [9.499, 16.942, 9.526], [8.410, 17.009, 10.368], [8.467, 16.378, 11.672], [7.385, 16.500, 12.595], [7.528, 15.910, 13.839], [8.645, 15.112, 14.155], [9.628, 14.863, 13.225], [9.673, 15.664, 12.014], [14.574, 19.579, 14.919], [12.431, 18.748, 15.496], [11.460, 16.606, 14.136], [14.860, 17.183, 11.489], [15.800, 18.888, 13.015], [14.985, 13.936, 12.051], [16.239, 12.610, 10.340], [15.743, 12.755, 7.985], [13.938, 14.350, 7.216], [12.433, 15.337, 8.940], [11.601, 16.748, 9.464], [9.389, 17.147, 8.482], [7.503, 17.562, 10.126], [6.526, 17.191, 12.386], [6.838, 16.198, 14.657], [8.836, 14.813, 15.187], [6.428, 9.791, 14.134], [7.311, 10.502, 15.010], [7.254, 10.489, 16.342], [8.424, 11.077, 16.770], [9.104, 11.603, 15.749], [10.550, 12.478, 15.794], [8.423, 11.205, 14.612], [8.506, 11.806, 13.294], [5.478, 9.703, 14.607], [6.896, 8.779, 13.982], [6.301, 10.313, 13.183], [8.649, 11.160, 17.799], [8.283, 11.142, 12.580], [7.766, 12.546, 13.291], [13.759, 8.062, 7.908], [13.422, 9.260, 7.896], [13.692, 10.107, 7.060], [12.630, 9.773, 9.012], [12.135, 11.051, 8.960], [11.480, 11.475, 10.177], [11.545, 10.694, 11.369], [11.436, 11.260, 12.583], [11.851, 9.359, 11.159], [12.451, 8.901, 10.065], [11.782, 8.447, 12.319], [11.350, 8.796, 13.448], [12.031, 7.276, 12.027], [10.785, 12.685, 10.228], [10.546, 13.306, 9.233], [9.715, 12.658, 11.242], [12.454, 11.811, 8.171], [12.919, 7.926, 10.057], [12.311, 13.989, 13.007], [13.241, 13.571, 13.855], [14.061, 12.951, 14.623], [14.459, 11.474, 14.458], [13.624, 10.381, 14.801], [14.115, 9.072, 14.547], [15.260, 8.829, 13.892], [16.192, 9.875, 13.743], [15.768, 11.159, 14.043], [14.913, 13.633, 15.624], [15.451, 14.928, 15.358], [16.485, 15.403, 16.162], [16.824, 14.721, 17.369], [16.310, 13.459, 17.626], [15.370, 12.955, 16.766], [12.610, 10.542, 15.217], [13.407, 8.357, 14.849], [15.615, 7.761, 13.719], [17.205, 9.723, 13.295], [16.427, 11.989, 13.962], [15.132, 15.578, 14.502], [16.992, 16.318, 15.893], [17.430, 15.272, 18.064], [16.666, 12.842, 18.487], [14.927, 12.028, 16.990]]}